Version 1
Entry from the Open Molecules 2025 dataset: 2 unconnected molecules or ions with the total composition C4H12OS2 (ωB97M-V/def2-TZVPD).

XYZ file:
```
19
Properties=species:S:1:pos:R:3:nbo_charge:R:1
C 1.204 2.096 -1.343 -0.6268
C 0.161 1.014 -1.590 -0.4282
C 0.477 -0.183 -2.438 -0.4889
S 2.029 -1.144 -2.024 0.0632
S 1.909 -1.435 0.046 0.0652
C 0.452 -2.357 0.598 -0.7603
H 1.373 2.480 -0.344 0.2239
H 2.193 1.913 -1.777 0.2177
H 0.886 2.943 -1.970 0.2041
H -0.161 0.638 -0.610 0.2059
H -0.751 1.476 -1.985 0.2107
H -0.311 -0.921 -2.410 0.2208
H 0.804 0.156 -3.428 0.2172
H 0.105 -3.249 0.083 0.2290
H 0.882 -2.706 1.546 0.2333
H -0.386 -1.697 0.810 0.2132
O -3.334 0.643 5.588 -0.9249
H -3.348 -0.239 5.183 0.4619
H -4.186 0.571 6.065 0.4631
```

Computed properties:
LUMO level   0.02341 hartree
Multiplicity   1

---

Version 2
Entry from the Open Molecules 2025 dataset: 2 unconnected molecules or ions with the total composition C4H12OS2 (ωB97M-V/def2-TZVPD).

XYZ file:
```
19
Properties=species:S:1:pos:R:3:nbo_charge:R:1
C 1.158 0.077 -2.613 -0.6307
C 1.117 1.479 -1.956 -0.5425
S -0.472 1.544 -1.132 0.0913
S -0.355 3.332 0.081 -0.1372
H 0.254 -0.006 -3.268 0.2120
H 1.137 -0.751 -1.879 0.2213
H 2.048 -0.042 -3.269 0.2267
H 1.187 2.323 -2.644 0.2229
H 1.887 1.522 -1.133 0.2197
H -0.012 2.740 1.196 0.1193
C -0.531 -1.360 2.770 -0.6384
C -0.939 -1.058 1.327 -0.0732
O -1.625 -2.265 0.952 -0.7269
H -0.487 -2.479 2.905 0.2298
H 0.503 -0.995 3.030 0.2048
H -1.233 -0.907 3.517 0.2087
H -0.022 -0.884 0.652 0.1582
H -1.567 -0.136 1.341 0.1688
H -2.049 -2.132 0.122 0.4653
```

Computed properties:
LUMO level   0.00898 hartree
Multiplicity   1

---

Version 3
Entry from the Open Molecules 2025 dataset: 2 unconnected molecules or ions with the total composition C4H12OS2 (ωB97M-V/def2-TZVPD).

XYZ file:
```
19
Properties=species:S:1:pos:R:3:nbo_charge:R:1
C -0.438 1.654 -1.623 -0.6393
C 0.785 0.734 -1.375 -0.5138
S 0.815 -0.541 -2.729 0.0660
S -0.647 -1.854 -2.233 0.0756
C 0.067 -2.860 -0.885 -0.5411
C -0.365 -2.367 0.494 -0.6157
H -0.117 2.702 -1.642 0.2101
H -0.701 1.622 -2.680 0.2252
H -1.275 1.549 -0.946 0.2218
H 1.637 1.334 -1.693 0.2191
H 0.933 0.213 -0.445 0.2208
H 1.130 -2.737 -1.025 0.2236
H -0.103 -3.931 -0.980 0.2218
H -0.194 -3.172 1.202 0.2097
H 0.155 -1.465 0.800 0.2029
H -1.437 -2.171 0.493 0.2134
O -0.362 3.798 4.834 -0.9396
H 0.024 2.978 5.145 0.4694
H 0.092 4.514 5.288 0.4702
```

Computed properties:
LUMO level   0.03106 hartree
Multiplicity   1

---

Version 4
Entry from the Open Molecules 2025 dataset: 2 unconnected molecules or ions with the total composition C4H12OS2 (ωB97M-V/def2-TZVPD).

XYZ file:
```
19
Properties=species:S:1:pos:R:3:nbo_charge:R:1
C 2.454 1.216 0.396 -0.6210
C 1.746 0.378 1.449 -0.4297
C 1.350 -1.012 0.951 -0.3678
S -0.238 -1.068 -0.166 -0.1689
S -2.022 -2.166 -0.215 0.0393
C -3.175 -1.436 -1.531 -0.6932
H 1.664 1.321 -0.378 0.2228
H 3.369 0.690 0.076 0.2060
H 2.639 2.261 0.636 0.2254
H 0.824 0.833 1.816 0.2285
H 2.431 0.096 2.247 0.2110
H 1.123 -1.741 1.731 0.2256
H 2.002 -1.451 0.210 0.2240
H -2.563 -0.692 -2.065 0.2307
H -3.917 -0.822 -1.029 0.2292
H -3.376 -2.317 -2.143 0.2460
O -1.168 2.252 -0.784 -0.9465
H -2.033 2.370 -0.379 0.4615
H -1.110 1.288 -0.823 0.4770
```

Computed properties:
LUMO level   -0.01183 hartree
Multiplicity   1

---

What should be chosen as the least stable of them? Choose version 4.

---

Version 1
Entry from the Open Molecules 2025 dataset: 2 unconnected molecules or ions with the total composition C4H12OS2 (ωB97M-V/def2-TZVPD).

XYZ file:
```
19
Properties=species:S:1:pos:R:3:nbo_charge:R:1
C 0.392 -1.547 2.192 -0.6117
C -0.321 -0.969 0.996 -0.4172
C -1.098 0.303 1.222 -0.5434
S -0.207 1.862 1.000 0.0941
S 0.713 2.015 -0.821 0.0615
C -0.434 2.400 -2.217 -0.7365
H -0.284 -1.936 2.950 0.2052
H 1.085 -2.339 1.919 0.2128
H 1.057 -0.831 2.705 0.2135
H 0.425 -0.762 0.222 0.1893
H -1.000 -1.710 0.529 0.2088
H -2.058 0.325 0.691 0.2198
H -1.361 0.392 2.284 0.2268
H 0.182 3.041 -2.848 0.2292
H -0.676 1.480 -2.729 0.2210
H -1.361 2.891 -1.903 0.2280
O 1.629 -1.242 -2.306 -0.9374
H 2.024 -2.102 -2.477 0.4675
H 1.291 -1.271 -1.408 0.4687
```

Computed properties:
LUMO level   0.02669 hartree
Multiplicity   1

---

Version 2
Entry from the Open Molecules 2025 dataset: 2 unconnected molecules or ions with the total composition C4H12OS2 (ωB97M-V/def2-TZVPD).

XYZ file:
```
19
Properties=species:S:1:pos:R:3:nbo_charge:R:1
C 1.622 -1.678 -0.438 -0.6081
C 0.267 -1.636 -0.837 -0.4077
C -0.201 -0.703 -1.984 -0.4045
S -0.428 1.004 -1.208 -0.1838
S -0.057 2.625 0.027 0.2338
C -1.402 2.764 1.155 -0.8322
H 1.914 -0.653 -0.119 0.2224
H 2.307 -2.045 -1.154 0.2004
H 1.666 -2.424 0.367 0.2179
H -0.334 -1.462 0.006 0.1900
H -0.071 -2.609 -1.180 0.1893
H -1.207 -1.000 -2.278 0.2355
H 0.559 -0.781 -2.895 0.2275
H -1.206 3.666 1.845 0.2611
H -1.646 1.729 1.625 0.2295
H -2.408 2.808 0.456 0.2265
O 0.521 -0.030 2.045 -0.9507
H -0.425 -0.297 1.876 0.4724
H 0.528 0.724 2.689 0.4806
```

Computed properties:
LUMO level   -0.03218 hartree
Multiplicity   1

---

What should be chosen as the least stable of them? Choose version 2.

---

Version 1
Entry from the Open Molecules 2025 dataset: a gas-phase ion, C4H13N2S (charge +1) (ωB97M-V/def2-TZVPD).

XYZ file:
```
20
Properties=species:S:1:pos:R:3:nbo_charge:R:1
N 1.114 -1.710 2.350 -0.8961
C 1.266 -1.774 0.852 -0.2595
C 1.048 -0.362 0.049 -0.0163
N 0.214 0.483 1.123 -0.6804
C 0.202 -0.431 -1.178 -0.4821
C -0.261 0.922 -1.900 -0.4907
S -1.816 1.414 -0.879 -0.0472
H 2.120 -1.538 2.694 0.3864
H 0.671 -2.511 2.761 0.4073
H 0.359 -2.358 0.395 0.2032
H 2.203 -2.406 0.686 0.2429
H 2.050 0.244 0.065 0.2287
H 0.229 1.393 0.834 0.4213
H 0.591 0.278 1.957 0.4397
H -0.729 0.037 1.196 0.4475
H -0.594 -1.033 -0.835 0.2210
H 0.583 -1.070 -1.999 0.2661
H -0.553 0.781 -3.042 0.2771
H 0.506 1.695 -1.827 0.2319
H -1.197 2.320 -0.063 0.0991
```

Computed properties:
LUMO level   -0.11404 hartree
Multiplicity   1
Total charge   +1

---

Version 2
Entry from the Open Molecules 2025 dataset: a gas-phase ion, C4H13N2S (charge +1) (ωB97M-V/def2-TZVPD).

XYZ file:
```
20
Properties=species:S:1:pos:R:3:nbo_charge:R:1
N -0.001 -3.066 -0.529 -0.8441
C -0.567 -2.564 0.653 -0.2570
C -1.539 -1.503 0.244 -0.1879
N -0.838 -0.484 -0.820 -0.6030
C 0.176 0.414 -0.084 -0.2220
C 0.026 1.902 -0.182 -0.5731
S 1.458 2.752 0.429 0.0389
H 0.777 -3.688 -0.342 0.4039
H -0.767 -3.630 -0.920 0.3754
H 0.152 -2.066 1.261 0.2166
H -1.242 -3.383 1.151 0.2214
H -1.610 -0.801 1.045 0.2189
H -2.472 -1.811 -0.175 0.2250
H -1.648 -0.182 -1.483 0.4588
H -0.339 -1.346 -1.193 0.4729
H -0.114 0.287 0.929 0.1993
H 1.209 0.032 -0.194 0.2452
H -0.917 2.104 0.358 0.2159
H -0.357 1.954 -1.285 0.2260
H 1.288 3.849 -0.371 0.1690
```

Computed properties:
LUMO level   -0.11246 hartree
Multiplicity   1
Total charge   +1

---

What should be chosen as the least stable of them? Choose version 2.

---

Version 1
Entry from the Open Molecules 2025 dataset: C5H11ClSi in the gas phase (ωB97M-V/def2-TZVPD).

XYZ file:
```
18
Properties=species:S:1:pos:R:3:nbo_charge:R:1
C -0.628 -0.577 1.716 -1.0977
Si -0.934 -0.174 -0.113 1.5210
C -1.175 -1.780 -1.201 -1.0657
Cl -2.672 0.851 -0.234 -0.3986
C 0.422 1.136 -0.684 -0.6440
C 1.267 1.672 0.416 -0.4239
C 1.809 0.692 -0.567 -0.4244
H 0.177 -1.302 1.598 0.2257
H -0.248 0.348 2.128 0.2398
H -1.363 -1.000 2.298 0.2459
H -0.513 -2.517 -0.972 0.2266
H -2.189 -1.969 -1.027 0.2394
H -1.215 -1.629 -2.270 0.2421
H 0.014 1.775 -1.533 0.2551
H 1.292 1.172 1.482 0.2138
H 1.466 2.789 0.411 0.2303
H 2.579 0.813 -1.313 0.2224
H 1.913 -0.300 -0.136 0.1920
```

Computed properties:
LUMO level   0.03261 hartree
Multiplicity   1

---

Version 2
Entry from the Open Molecules 2025 dataset: C5H11ClSi in the gas phase (ωB97M-V/def2-TZVPD).

XYZ file:
```
18
Properties=species:S:1:pos:R:3:nbo_charge:R:1
C -0.402 -0.259 2.444 -0.3293
C 0.507 -0.198 1.508 -0.6648
Si 0.178 -0.007 -0.304 1.5910
C 1.791 -0.038 -1.277 -1.0975
C -0.678 1.650 -0.377 -1.1093
C -0.978 -1.315 -0.978 -0.8390
Cl -2.137 -1.789 0.251 -0.0451
H -0.176 -0.368 3.506 0.1907
H -1.451 -0.267 2.162 0.1942
H 1.545 -0.072 1.757 0.2104
H 2.176 -1.054 -1.175 0.2354
H 1.612 0.131 -2.337 0.2385
H 2.496 0.684 -0.897 0.2422
H -0.237 2.248 0.441 0.2453
H -1.732 1.482 -0.240 0.2397
H -0.557 2.152 -1.333 0.2331
H -1.499 -0.815 -1.771 0.2304
H -0.456 -2.163 -1.380 0.2341
```

Computed properties:
LUMO level   0.03137 hartree
Multiplicity   1

---

What should be chosen as the least stable of them? Choose version 2.